(1)
115
Properties=species:S:1:pos:R:3:forces:R:3:lowdin_charge:R:1 method="wB97M-V/def2-TZVPD" lumo_ha=0.0102 total_charge=0 orbital_gap_ev=9.23 total_energy_ha=-2481.3989 spin_multiplicity=1
C -1.4943 -1.1878 1.0922 -0.3 0.2 -0.7 0.05
C -2.5607 -0.6825 0.4770 0.2 0.2 0.5 -0.13
C -2.6912 -0.5075 -1.0145 0.8 0.0 0.1 -0.30
N -2.4026 -1.8140 -1.6416 -0.7 0.5 0.2 0.03
C -3.1702 -2.0506 -2.8651 0.6 -0.3 -0.2 -0.22
C -3.7703 -3.4469 -3.0272 0.4 0.1 -0.2 -0.17
C -3.0081 -4.6288 -2.4383 -0.1 0.1 -0.2 -0.12
C -1.5477 -4.7574 -2.7756 2.1 -0.5 2.4 -0.45
O -0.7105 -4.9748 -1.8901 -1.9 0.4 -2.5 0.08
O -1.1826 -4.7283 -4.1056 -0.2 0.1 0.6 0.08
C -1.7779 0.5888 -1.5806 -0.4 -0.3 0.8 -0.26
C -1.8641 1.8353 -0.6933 0.4 0.4 0.3 -0.12
O -0.8572 1.8329 0.3104 -0.3 0.0 -0.2 -0.15
C 0.3467 2.4781 -0.0449 0.6 0.1 0.5 -0.26
C 0.6033 3.7249 0.8097 -0.1 -0.2 -0.2 -0.05
O -2.2507 0.7568 -2.8924 0.1 -0.1 -0.1 -0.05
C -1.5697 1.5690 -3.8077 -0.2 0.8 -0.6 -0.32
C -0.0588 1.5883 -3.7269 0.4 -1.5 -0.5 -0.12
C 0.5762 0.2197 -4.1185 -0.5 0.1 1.1 -0.14
C 1.4573 -0.3975 -3.0009 0.3 0.0 -0.9 -0.19
C 2.8793 -0.6678 -3.5270 -0.8 -0.1 0.7 -0.20
C 3.6830 -1.5987 -2.6263 -0.2 0.6 -0.1 -0.20
C 4.1489 -1.0065 -1.2937 0.5 0.1 -0.4 -0.19
C 4.8353 0.3811 -1.3359 -0.3 -0.5 0.3 -0.20
C 4.0855 1.4168 -0.5130 0.6 0.2 0.2 -0.22
C 4.7039 2.8212 -0.5437 -0.6 0.2 0.2 -0.20
C 4.0139 3.8463 -1.4550 0.4 -0.2 -0.1 -0.25
C 3.5280 3.2792 -2.7754 0.0 -0.2 0.4 -0.10
C -2.1315 3.0218 -3.8380 1.1 -0.2 0.0 -0.04
C -1.9129 3.5867 -5.2243 -1.3 -0.4 -1.9 -0.48
O -2.5517 3.2336 -6.2126 1.4 0.8 2.1 0.10
O -0.9286 4.5241 -5.3460 -0.4 -0.5 -0.2 0.10
H -0.5602 -1.2471 0.5557 0.1 -0.6 -0.1 0.07
H -1.5230 -1.5475 2.1034 0.1 0.4 0.5 0.05
H -3.3912 -0.3381 1.0769 -0.4 -0.5 0.1 0.10
H -3.7065 -0.1761 -1.2406 -0.3 0.0 0.0 0.14
H -2.6206 -2.4859 -0.9182 0.0 -0.3 -0.2 0.09
H -3.9818 -1.3395 -2.9899 -0.1 0.3 0.1 0.11
H -2.4993 -1.8671 -3.7036 0.1 0.1 -0.2 0.10
H -3.8436 -3.6120 -4.0967 -0.3 0.0 -0.3 0.11
H -4.7739 -3.4486 -2.6168 -0.2 -0.2 0.1 0.11
H -3.4978 -5.5275 -2.8065 0.0 -0.3 0.0 0.13
H -3.0894 -4.6468 -1.3619 0.1 0.0 0.3 0.11
H -1.1635 -3.8058 -4.3888 -0.1 0.0 -0.2 0.11
H -0.7641 0.1945 -1.4983 0.3 0.1 -0.4 0.14
H -2.8090 1.8748 -0.1626 -0.3 -0.1 0.0 0.13
H -1.7898 2.7692 -1.2481 0.0 0.0 -0.3 0.11
H 1.1554 1.7776 0.1462 0.1 -0.2 -0.1 0.10
H 0.4022 2.7423 -1.0977 -0.3 0.0 -0.2 0.09
H -0.2776 3.9328 1.4040 -0.2 0.1 0.1 0.08
H 1.4371 3.5668 1.4801 0.2 0.0 0.2 0.07
H 0.8371 4.5862 0.1950 0.0 0.2 -0.1 0.06
H -1.8136 1.1642 -4.7850 -0.2 -0.3 -0.2 0.15
H 0.3097 1.8064 -2.7366 -0.1 0.6 0.2 0.07
H 0.3007 2.3021 -4.4533 0.1 0.6 0.0 0.12
H -0.2357 -0.4760 -4.3042 -0.2 -0.2 -0.2 0.10
H 1.1341 0.3112 -5.0392 0.2 0.1 -0.2 0.11
H 1.0181 -1.3378 -2.6849 -0.1 -0.2 0.2 0.11
H 1.4817 0.2467 -2.1283 0.1 0.2 0.3 0.08
H 2.7409 -1.1424 -4.4910 0.2 -0.1 -0.4 0.11
H 3.3510 0.2977 -3.6756 0.3 0.1 -0.2 0.09
H 3.0305 -2.4428 -2.4249 0.0 -0.4 0.1 0.11
H 4.5265 -1.9784 -3.1927 0.3 -0.1 0.0 0.11
H 4.8788 -1.7005 -0.8911 0.0 -0.3 0.2 0.10
H 3.3347 -0.9894 -0.5783 -0.3 0.1 0.1 0.10
H 5.8061 0.2525 -0.8703 0.4 0.2 0.0 0.11
H 5.0285 0.7264 -2.3447 -0.1 0.0 -0.3 0.10
H 4.1437 1.0788 0.5180 -0.1 -0.2 0.2 0.11
H 3.0279 1.4265 -0.7466 -0.2 0.1 -0.3 0.07
H 4.6352 3.2091 0.4680 0.2 0.2 0.2 0.10
H 5.7640 2.7787 -0.7648 0.3 -0.2 -0.2 0.11
H 4.7302 4.6280 -1.6886 0.1 0.3 0.1 0.10
H 3.2176 4.3208 -0.8901 -0.4 0.1 -0.1 0.09
H 3.0508 4.0381 -3.3827 0.0 0.1 -0.3 0.07
H 2.8143 2.4873 -2.5977 -0.4 -0.3 -0.1 0.04
H 4.3553 2.8159 -3.3007 0.2 0.1 -0.4 0.08
H -3.1723 3.0431 -3.5545 -0.3 0.0 -0.1 0.14
H -1.5331 3.6056 -3.1419 -0.2 0.2 0.3 0.10
H -0.4117 4.5543 -4.5350 0.0 0.1 0.1 0.10
F -0.7664 -0.5349 4.5162 0.0 0.0 0.0 0.05
C -1.7223 0.3566 4.8498 -0.2 0.1 0.1 -0.28
C -2.1809 1.2381 3.8923 0.1 0.0 -0.3 -0.01
C -3.1663 2.1504 4.2413 0.0 -0.1 0.1 -0.08
C -3.6712 2.1752 5.5342 -0.1 0.1 0.0 -0.10
C -3.1928 1.2806 6.4812 0.0 0.0 -0.1 -0.10
C -2.2129 0.3592 6.1400 0.1 -0.1 0.2 -0.02
H -1.7694 1.2085 2.8899 0.0 0.0 0.0 0.10
H -3.5397 2.8447 3.5006 0.0 0.0 0.0 0.10
H -4.4347 2.8915 5.8043 0.0 0.0 0.0 0.10
H -3.5815 1.3012 7.4906 0.0 0.0 0.0 0.11
H -1.8309 -0.3508 6.8617 0.0 0.0 0.0 0.12
F 4.8195 -7.8671 -0.2749 0.0 0.0 0.0 0.05
C 3.8189 -8.0286 -1.1664 -0.1 0.0 -0.1 -0.29
C 2.7174 -7.2006 -1.0930 0.0 0.1 0.1 -0.01
C 1.6926 -7.3636 -2.0121 0.0 -0.1 -0.1 -0.07
C 1.7789 -8.3568 -2.9792 0.0 0.0 0.0 -0.09
C 2.8944 -9.1811 -3.0330 -0.1 0.1 0.0 -0.09
C 3.9288 -9.0164 -2.1233 0.2 -0.1 0.0 -0.03
H 2.6654 -6.4412 -0.3249 0.0 0.0 0.0 0.12
H 0.8278 -6.7162 -1.9722 0.0 0.0 0.0 0.08
H 0.9757 -8.4857 -3.6924 0.0 0.0 0.0 0.10
H 2.9611 -9.9560 -3.7848 0.0 0.0 0.0 0.10
H 4.8103 -9.6430 -2.1510 0.0 0.0 0.0 0.11
F -3.5753 4.5146 7.9752 0.0 0.0 0.0 0.05
C -2.9228 4.2840 9.1327 0.1 0.0 0.2 -0.29
C -1.8026 3.4777 9.1220 0.1 -0.1 -0.2 -0.02
C -1.1334 3.2463 10.3146 -0.1 0.1 0.1 -0.08
C -1.5938 3.8133 11.4950 0.0 0.0 0.1 -0.10
C -2.7248 4.6176 11.4825 0.1 -0.1 -0.1 -0.08
C -3.3962 4.8611 10.2934 -0.2 0.1 0.0 -0.02
H -1.4636 3.0395 8.1924 0.0 0.0 0.0 0.11
H -0.2507 2.6216 10.3213 0.0 0.0 0.0 0.11
H -1.0711 3.6281 12.4236 0.0 0.0 0.0 0.10
H -3.0871 5.0576 12.4015 0.0 0.0 0.0 0.10
H -4.2753 5.4906 10.2610 0.0 0.0 0.0 0.12



(2)
118
Properties=species:S:1:pos:R:3:forces:R:3:lowdin_charge:R:1 method="wB97M-V/def2-TZVPD" lumo_ha=0.0185 total_charge=0 orbital_gap_ev=9.02 total_energy_ha=-2558.6302 spin_multiplicity=1
C -3.6849 -0.7697 4.4284 0.0 0.0 0.0 -0.09
H -3.9664 -1.4853 5.2111 0.0 0.0 0.0 0.09
O -2.2873 -0.6854 4.2989 0.2 0.1 -0.1 -0.14
C -1.6269 -1.9217 4.1855 0.4 -0.1 -0.1 -0.30
C -1.9783 -2.7198 2.9283 0.3 0.0 0.1 -0.02
H -3.0208 -3.0377 2.9383 0.0 0.0 0.0 0.13
H -1.8141 -2.0808 2.0624 0.0 0.0 -0.1 0.12
C -1.0962 -3.9782 2.8439 -0.5 0.1 0.5 -0.34
O -1.2943 -4.7150 1.6898 0.1 -0.1 -0.3 -0.03
C -0.8536 -4.0817 0.4754 0.1 0.1 -0.3 -0.25
C -2.0486 -3.7757 -0.4000 -0.1 0.0 0.2 -0.23
C -2.2970 -2.5754 -0.9130 0.1 0.0 0.1 -0.03
C -1.4763 -1.3320 -0.7513 -0.1 0.1 0.0 -0.10
H -0.6203 -1.3799 -1.4282 0.0 0.0 0.1 0.11
C -2.2733 -0.0343 -1.0174 0.0 -0.2 -0.4 -0.27
C -1.6377 0.8177 -2.1140 0.0 0.0 0.2 -0.04
C -0.2569 1.3195 -1.6903 -0.2 0.5 0.0 -0.24
C -0.1489 1.4475 -0.1677 -0.3 0.2 -0.2 0.00
H 0.5426 2.2486 0.0885 0.0 0.0 0.1 0.14
H 0.2197 0.5133 0.2553 0.0 -0.1 0.0 0.12
C -1.5233 1.7471 0.4442 0.7 -0.1 0.5 -0.47
O -1.9401 2.9691 -0.1347 0.1 0.0 -0.1 -0.02
C -3.2038 3.4417 0.3241 -0.4 0.4 0.1 -0.26
C -3.5614 4.6692 -0.5303 -0.1 -0.6 0.0 -0.26
H -2.7920 5.4286 -0.3686 0.0 0.1 0.0 0.15
C -4.9291 5.2435 -0.1583 0.3 0.3 0.1 -0.16
C -5.2744 6.4454 -1.0342 -0.3 -0.2 -0.1 -0.20
H -4.5429 7.2383 -0.8621 0.0 0.1 0.0 0.12
H -6.2575 6.8317 -0.7556 0.0 0.1 0.0 0.11
C -5.2628 6.0629 -2.5096 0.2 0.3 0.0 -0.21
H -5.4946 6.9355 -3.1242 -0.1 0.0 0.0 0.11
H -6.0309 5.3084 -2.6951 -0.1 0.0 0.0 0.11
C -3.8975 5.5013 -2.8890 -0.3 -0.2 -0.1 -0.20
C -3.5523 4.2994 -2.0162 0.3 0.3 0.1 -0.16
H -4.2794 3.5017 -2.1914 0.0 -0.1 0.0 0.13
H -2.5621 3.9259 -2.2786 0.0 -0.1 0.0 0.11
H -3.1384 6.2754 -2.7557 0.1 0.1 0.0 0.12
H -3.8929 5.2065 -3.9408 0.1 0.1 0.0 0.11
H -4.9406 5.5531 0.8875 -0.1 -0.1 0.1 0.11
H -5.6893 4.4689 -0.2870 -0.1 -0.1 0.0 0.13
C -3.1558 3.7062 1.8405 0.1 -0.2 -0.1 -0.30
C -2.2001 4.8454 2.1919 -0.2 -0.1 -0.1 -0.05
H -1.9750 4.8327 3.2564 0.1 0.0 0.1 0.08
H -1.2725 4.7431 1.6353 0.1 0.1 0.0 0.08
H -2.6412 5.8092 1.9505 0.0 0.2 0.0 0.07
H -4.1639 3.9644 2.1792 0.0 0.0 -0.1 0.14
C -2.7519 2.3959 2.5252 0.1 0.1 -0.1 -0.14
C -1.4320 1.8723 1.9714 -0.4 -0.1 -0.3 -0.07
H -1.2153 0.8943 2.3983 0.1 0.0 0.0 0.10
H -0.6202 2.5573 2.2154 0.1 0.0 0.0 0.13
H -3.5215 1.6448 2.3413 -0.1 -0.1 0.1 0.11
H -2.6655 2.5411 3.6034 -0.1 0.0 0.1 0.12
H -3.9530 2.6539 0.1431 0.0 0.1 0.0 0.16
O -2.4514 0.7165 0.1762 -0.1 0.1 0.2 -0.02
H -0.0500 2.2926 -2.1496 0.0 -0.2 0.1 0.16
O 0.7138 0.3869 -2.1996 -0.2 -0.2 -0.1 0.03
C 1.9738 0.7996 -2.3036 0.0 -0.2 -0.3 -0.43
O 2.3735 1.8825 -1.9792 -0.1 0.2 0.1 0.17
C 2.8252 -0.3012 -2.9328 0.0 0.1 0.2 -0.10
C 3.7658 0.3031 -3.9292 0.2 0.0 0.0 0.01
C 4.8512 0.9764 -3.5374 -0.1 -0.1 -0.5 -0.22
C 5.1568 1.0697 -2.1119 -0.2 -0.5 0.9 -0.19
N 5.8577 2.0539 -1.7221 0.2 0.4 -0.8 0.07
O 6.1448 2.2301 -0.4153 0.1 -0.3 0.7 0.00
H 5.6155 1.6315 0.1481 -0.1 0.0 -0.2 0.09
C 4.6813 -0.0600 -1.2125 0.4 -0.1 0.0 -0.16
O 4.0983 0.4303 -0.0149 0.1 0.4 -0.2 -0.09
C 3.2686 -0.5816 0.5123 -0.1 -0.3 0.5 -0.11
C 2.8383 -1.4480 -0.6408 0.0 -0.1 0.1 -0.10
C 1.9486 -2.4372 -0.5273 0.4 0.5 0.3 -0.02
C 1.5089 -3.3077 -1.5890 -0.1 -0.3 -0.4 -0.07
C 0.7145 -4.3792 -1.4878 0.0 0.0 -0.2 -0.03
C 0.1391 -5.0197 -0.2542 0.0 0.1 0.6 -0.28
H -0.4294 -5.9032 -0.5584 0.0 0.1 0.0 0.13
C 1.2531 -5.5047 0.6789 -0.2 -0.1 -0.1 -0.04
H 1.8372 -4.6762 1.0638 0.1 0.1 0.1 0.07
H 0.8148 -6.0351 1.5194 0.1 0.0 0.1 0.08
H 1.9146 -6.1786 0.1384 0.1 0.0 0.0 0.09
H 0.4896 -4.9031 -2.4082 0.0 0.0 -0.1 0.11
H 1.8907 -3.0609 -2.5696 0.0 -0.1 -0.1 0.10
H 1.5269 -2.5953 0.4547 -0.1 0.0 0.2 0.11
C 3.6536 -1.0298 -1.8437 -0.2 0.2 -0.1 -0.36
O 4.2854 -2.1549 -2.4100 0.1 -0.2 -0.1 0.05
H 4.7510 -1.8749 -3.2086 0.0 0.1 0.0 0.11
H 2.4297 -0.0939 1.0168 0.0 0.0 0.0 0.12
H 3.8337 -1.1787 1.2481 -0.1 0.1 0.0 0.14
H 5.5721 -0.6720 -0.9564 -0.2 0.1 -0.1 0.18
C 5.7689 1.6844 -4.4785 -0.1 0.0 0.0 -0.04
H 5.4163 1.6008 -5.5027 0.0 0.0 -0.1 0.08
H 6.7741 1.2736 -4.4059 0.1 0.0 0.0 0.09
H 5.8248 2.7308 -4.1909 0.1 0.1 -0.1 0.08
H 3.4958 0.2392 -4.9725 0.1 0.0 -0.2 0.12
H 2.1487 -1.0221 -3.3963 0.1 0.1 0.1 0.15
H -2.2792 1.6778 -2.3036 0.0 0.0 -0.1 0.11
H -1.5460 0.2336 -3.0296 0.0 0.0 0.0 0.14
H -3.2957 -0.2963 -1.3214 0.2 0.0 0.0 0.15
H -1.0822 -1.2741 0.2643 0.1 0.0 0.0 0.11
H -3.1723 -2.4659 -1.5420 -0.2 -0.1 -0.1 0.11
C -2.9635 -4.9391 -0.6520 0.1 0.1 0.0 -0.04
H -2.5703 -5.5673 -1.4512 0.0 -0.1 -0.1 0.08
H -3.9535 -4.5994 -0.9447 -0.1 0.0 0.0 0.08
H -3.0381 -5.5428 0.2491 -0.1 -0.1 0.0 0.08
H -0.3342 -3.1634 0.7382 0.0 0.0 0.0 0.12
O 0.2770 -3.6680 2.9501 0.1 -0.2 -0.2 -0.05
C 0.6281 -2.9821 4.1282 0.1 0.5 0.2 -0.32
C 2.1435 -2.8148 4.1209 -0.5 -0.2 0.0 -0.01
H 2.4541 -2.2972 3.2165 0.1 0.1 -0.1 0.07
H 2.6144 -3.7934 4.1282 0.1 -0.1 0.0 0.09
H 2.4642 -2.2555 4.9957 0.1 0.1 0.1 0.09
C -0.1186 -1.6315 4.1771 -0.3 -0.6 0.5 -0.26
O 0.1829 -0.8494 3.0451 0.1 0.2 -0.3 0.00
H 1.0656 -0.4819 3.1561 0.0 0.0 0.0 0.10
H 0.1369 -1.0919 5.0995 0.0 -0.1 0.0 0.16
H 0.3229 -3.5737 5.0095 0.0 0.1 -0.1 0.16
H -1.3756 -4.6615 3.6698 0.1 0.1 -0.2 0.17
H -1.8507 -2.5384 5.0779 0.1 0.1 -0.1 0.16
H -4.0202 0.2264 4.7102 -0.1 0.0 0.0 0.09
H -4.1657 -1.0573 3.4883 0.0 0.0 0.0 0.09